Density functional theory data (wB97M-V/def2-TZVPD) for a molecular structure, C72H93As6F36N11O9.

CARTESIAN COORDINATES (ANGSTROEM)
1 C -5.354 -3.935 -3.289
2 N -6.569 -3.259 -3.865
3 C -6.690 -3.234 -5.203
4 C -7.878 -2.688 -5.727
5 C -8.934 -2.112 -4.912
6 C -8.703 -2.145 -3.526
7 C -7.520 -2.728 -3.055
8 C -10.105 -1.524 -5.627
9 C -11.399 -1.503 -5.034
10 C -12.522 -0.932 -5.644
11 N -12.358 -0.457 -6.903
12 C -11.164 -0.393 -7.509
13 C -10.056 -1.028 -6.918
14 C -13.548 0.089 -7.615
15 H -5.466 -4.378 -2.299
16 H -4.617 -3.139 -3.401
17 H -5.188 -4.752 -3.990
18 H -5.962 -3.711 -5.843
19 H -7.959 -2.651 -6.803
20 H -9.356 -1.492 -2.967
21 H -7.329 -2.697 -1.992
22 H -11.507 -1.848 -4.016
23 H -13.480 -0.921 -5.146
24 H -10.926 0.137 -8.419
25 H -9.136 -0.828 -7.447
26 H -13.994 0.955 -7.126
27 H -14.174 -0.803 -7.656
28 H -13.187 0.331 -8.614
29 C 0.428 2.448 2.104
30 N 0.561 1.228 1.294
31 C 1.394 0.196 1.729
32 C 1.488 -0.904 0.961
33 C 0.868 -1.071 -0.241
34 C 0.031 -0.012 -0.663
35 C -0.085 1.104 0.126
36 C 0.981 -2.410 -0.991
37 C 1.301 -3.628 -0.338
38 C 1.492 -4.789 -1.179
39 N 1.302 -4.718 -2.480
40 C 1.081 -3.548 -3.143
41 C 0.768 -2.428 -2.371
42 C 1.430 -5.994 -3.313
43 H 0.039 2.189 3.089
44 H 0.043 3.288 1.525
45 H 1.464 2.782 2.156
46 H 1.947 0.312 2.649
47 H 2.245 -1.640 1.187
48 H -0.557 -0.156 -1.557
49 H -0.741 1.933 -0.097
50 H 1.425 -3.819 0.717
51 H 1.728 -5.735 -0.715
52 H 0.931 -3.500 -4.212
53 H 0.406 -1.550 -2.887
54 H 0.548 -6.182 -3.925
55 H 1.481 -6.814 -2.596
56 H 2.360 -6.039 -3.881
57 C 3.617 4.602 10.930
58 N 3.867 5.677 9.996
59 C 2.992 6.104 9.111
60 C 3.277 7.124 8.221
61 C 4.530 7.605 8.058
62 C 5.477 7.161 9.005
63 C 5.118 6.185 9.968
64 C 4.886 8.669 7.044
65 C 4.687 8.343 5.688
66 C 5.012 9.306 4.768
67 N 5.350 10.559 5.047
68 C 5.511 10.858 6.338
69 C 5.323 9.928 7.413
70 C 5.596 11.551 4.024
71 H 2.541 4.517 11.088
72 H 4.132 4.850 11.858
73 H 3.857 3.638 10.480
74 H 1.954 5.814 9.175
75 H 2.508 7.457 7.539
76 H 6.508 7.465 9.116
77 H 5.818 5.887 10.734
78 H 4.357 7.370 5.355
79 H 4.996 9.110 3.706
80 H 5.918 11.848 6.475
81 H 5.607 10.215 8.415
82 H 4.997 12.397 4.362
83 H 5.292 11.194 3.040
84 H 6.674 11.717 4.015
85 C 0.134 -9.236 4.029
86 N 0.087 -8.244 5.108
87 C -0.911 -8.309 6.027
88 C -0.921 -7.405 7.086
89 C 0.103 -6.477 7.156
90 C 1.017 -6.381 6.081
91 C 1.014 -7.244 5.017
92 C 0.098 -5.485 8.238
93 C 0.254 -4.118 7.987
94 C 0.329 -3.214 9.048
95 N 0.294 -3.693 10.319
96 C 0.137 -5.003 10.579
97 C -0.002 -5.916 9.581
98 C 0.351 -2.660 11.450
99 H -0.802 -9.789 3.942
100 H 0.948 -9.857 4.404
101 H 0.626 -8.765 3.179
102 H -1.720 -8.965 5.741
103 H -1.828 -7.388 7.672
104 H 1.811 -5.650 6.097
105 H 1.764 -7.296 4.242
106 H 0.323 -3.840 6.945
107 H 0.531 -2.157 8.962
108 H 0.160 -5.241 11.632
109 H -0.157 -6.966 9.779
110 H 0.487 -3.244 12.360
111 H -0.604 -2.134 11.444
112 H 1.303 -2.158 11.280
113 C -4.221 8.172 -1.112
114 N -5.321 8.567 -2.038
115 C -5.896 9.761 -1.937
116 C -7.139 10.116 -2.682
117 C -7.614 9.145 -3.541
118 C -6.901 7.991 -3.668
119 C -5.842 7.618 -2.861
120 C -8.866 9.459 -4.364
121 C -9.681 8.424 -4.858
122 C -10.724 8.736 -5.602
123 N -10.981 10.007 -5.874
124 C -10.312 11.011 -5.296
125 C -9.189 10.758 -4.584
126 C -12.001 10.375 -6.865
127 H -3.778 9.145 -0.905
128 H -3.486 7.643 -1.719
129 H -4.627 7.578 -0.293
130 H -5.557 10.396 -1.132
131 H -7.747 10.973 -2.432
132 H -7.133 7.274 -4.442
133 H -5.285 6.707 -3.020
134 H -9.554 7.377 -4.626
135 H -11.376 8.029 -6.093
136 H -10.600 12.044 -5.421
137 H -8.682 11.676 -4.328
138 H -12.916 10.060 -6.364
139 H -11.827 9.952 -7.855
140 H -12.116 11.449 -7.006
141 C 5.902 0.036 -3.682
142 C 6.997 -0.805 -4.347
143 C 7.683 -1.895 -3.443
144 C 8.908 -2.487 -4.163
145 N 9.401 -3.831 -3.449
146 C 9.958 -3.616 -2.058
147 C 11.340 -3.021 -2.280
148 C 11.891 -3.616 -3.599
149 C 10.700 -4.466 -4.097
150 C 8.472 -5.025 -3.579
151 H 6.206 0.533 -2.760
152 H 5.039 -0.606 -3.507
153 H 5.403 0.691 -4.396
154 H 7.733 -0.064 -4.656
155 H 6.508 -1.127 -5.267
156 H 6.938 -2.657 -3.215
157 H 7.987 -1.435 -2.503
158 H 9.748 -1.792 -4.178
159 H 8.592 -2.872 -5.133
160 H 9.959 -4.515 -1.441
161 H 9.487 -2.908 -1.376
162 H 11.972 -3.297 -1.436
163 H 11.332 -1.932 -2.324
164 H 12.754 -4.276 -3.510
165 H 12.257 -2.828 -4.256
166 H 10.839 -5.520 -3.857
167 H 10.780 -4.488 -5.184
168 H 8.782 -5.859 -2.950
169 H 8.268 -5.194 -4.636
170 H 7.560 -4.675 -3.093
171 As -3.603 1.450 -5.925
172 F -3.902 3.132 -5.358
173 F -3.017 2.165 -7.439
174 F -3.413 -0.264 -6.501
175 F -4.063 0.789 -4.361
176 F -5.356 1.387 -6.526
177 F -1.960 1.641 -5.237
178 As 4.519 -4.693 -8.540
179 F 4.072 -4.825 -10.225
180 F 5.902 -5.860 -8.734
181 F 4.602 -4.710 -6.738
182 F 3.040 -3.660 -8.315
183 F 3.389 -6.195 -8.345
184 F 5.522 -3.196 -8.611
185 As 2.946 6.312 -1.464
186 F 1.371 5.605 -1.769
187 F 2.684 7.874 -2.379
188 F 4.666 6.902 -1.186
189 F 3.496 4.861 -0.534
190 F 3.505 5.513 -2.942
191 F 2.235 7.035 0.074
192 As 5.780 -10.855 -1.898
193 F 4.789 -10.967 -3.427
194 F 5.155 -9.166 -1.739
195 F 6.745 -10.839 -0.446
196 F 6.322 -12.554 -2.282
197 F 7.089 -10.377 -2.963
198 F 4.470 -11.501 -0.855
199 As 5.388 0.623 7.418
200 F 6.926 -0.315 7.241
201 F 4.625 -0.357 6.149
202 F 3.831 1.503 7.627
203 F 6.304 1.399 8.816
204 F 6.065 1.815 6.103
205 F 4.789 -0.582 8.610
206 As -3.426 -3.037 3.977
207 F -5.171 -2.564 4.213
208 F -2.900 -1.722 5.175
209 F -1.704 -3.407 3.808
210 F -3.863 -4.247 2.765
211 F -3.361 -1.885 2.680
212 F -3.679 -4.258 5.359
213 O 6.054 -7.320 1.886
214 C 6.035 -5.998 1.789
215 O 5.376 -5.340 2.676
216 O 6.756 -5.406 0.985
217 H 6.606 -7.429 1.108
218 O -6.644 2.462 0.508
219 C -6.394 3.528 1.115
220 O -5.241 3.744 1.389
221 O -7.365 4.208 1.462
222 H -5.689 2.364 0.467
223 O -4.279 -9.553 -2.162
224 C -3.005 -9.805 -2.281
225 O -2.620 -10.410 -3.288
226 O -2.162 -9.407 -1.421
227 H -4.769 -9.718 -2.971

Net charge: +2
HOMO-LUMO gap: 0.69 eV